Density functional theory data (ωB97M-V/def2-TZVPD) for a molecular structure, C16H19BN6Ni.

```
43
Properties=species:S:1:pos:R:3:mulliken_spin:R:1
H -0.467 -2.641 -2.247 0.001
N -0.324 -0.558 -1.929 0.026
B 0.814 1.842 -2.044 0.004
N 0.364 0.454 -2.607 0.018
C 0.569 0.053 -3.879 0.008
Ni -1.579 -0.680 -0.571 1.533
H 0.934 0.782 -4.590 0.000
C 0.221 -1.302 -3.961 0.009
H 0.311 -1.900 -4.840 0.000
C -0.249 -1.679 -2.700 0.010
H 0.952 2.671 -2.910 0.000
C 2.105 -0.132 4.323 0.000
H 1.294 -0.387 5.022 0.000
H 1.711 -0.103 3.296 0.000
H 2.519 0.854 4.584 0.000
N 2.209 1.864 -1.238 -0.001
N -0.468 2.100 -1.181 0.017
N 2.374 0.917 -0.223 0.000
N -1.187 1.153 -0.435 0.030
C 3.339 2.643 -1.280 0.000
C -1.074 3.300 -1.050 0.008
H 3.528 3.433 -1.995 0.000
H -0.793 4.105 -1.715 0.000
C 4.194 2.231 -0.245 0.000
C -2.044 3.183 -0.047 0.010
C 3.514 1.156 0.395 0.000
C -2.017 1.856 0.387 0.016
H 5.152 2.607 0.030 0.000
H -2.688 3.970 0.280 0.001
H 3.824 0.571 1.260 0.000
H -2.454 1.367 1.252 -0.001
H 2.866 -0.868 4.386 0.000
C -3.097 -3.835 2.029 0.021
C -3.774 -2.949 1.160 -0.003
C -3.031 -1.932 0.508 -0.097
C -1.659 -1.906 0.702 0.280
C -0.959 -2.698 1.622 0.082
C -1.727 -3.701 2.262 0.012
H -3.664 -4.652 2.498 0.002
H -4.850 -3.048 0.981 -0.002
H -3.558 -1.163 -0.101 0.003
H 0.097 -2.584 1.856 0.012
H -1.227 -4.395 2.953 0.001
```

Computed properties:
Energy in eV: -67557.9524
Total charge: 0
LUMO level (alpha / beta) in Eh: 0.01829 / -0.00390
2S+1: 3
Kohn-Sham gap (alpha / beta) in Eh: 0.320 / 0.304
HOMO level (alpha / beta) in eV: -8.2 / -8.4